134
Properties=species:S:1:pos:R:3 method="wB97M-V/def2-TZVPD" lumo_ha="0.000 / -0.067" homo_ev="-6.38 / -6.38" spin_multiplicity=2 max_force_ev_per_a=0.95 de_lowest_kcal_mol=25.16 homo_lumo_gap_ev="6.374 / 4.547"
Cs 1.781 -0.640 -0.367
C 1.261 -1.924 -4.448
C 0.957 -0.481 -4.858
C -0.065 -0.454 -5.996
P 0.586 0.536 -3.339
C -1.298 0.702 -3.477
N -1.914 1.383 -2.366
Ge -1.009 1.077 -0.075
N -0.473 2.232 1.413
C 0.833 2.043 2.045
P 1.001 0.502 3.115
C -0.032 0.988 4.590
C 0.364 0.253 5.870
C -1.523 0.758 4.324
C 2.726 0.726 3.770
C 3.230 -0.616 4.318
C 3.711 1.229 2.713
C -1.409 3.091 1.907
C -1.296 3.864 3.078
C -2.349 4.647 3.522
C -3.556 4.697 2.833
C -3.671 3.977 1.653
C -2.610 3.224 1.190
N -2.674 2.517 -0.101
C -2.555 3.363 -1.273
C -2.720 4.730 -1.245
C -2.683 5.458 -2.433
C -2.497 4.807 -3.650
C -2.263 3.449 -3.682
C -2.237 2.692 -2.489
C -3.873 1.664 -0.186
C -5.062 2.104 -0.721
C -6.183 1.280 -0.688
C -6.068 0.036 -0.088
C -4.860 -0.412 0.436
C -3.709 0.386 0.369
N -2.438 0.063 0.787
C -2.173 -1.217 1.432
P -1.125 -2.356 0.410
C -0.944 -3.800 1.569
C -2.099 -4.074 2.534
C 0.352 -3.606 2.368
C -2.286 -2.911 -0.926
C -3.492 -3.763 -0.543
C -1.466 -3.626 -2.003
C 1.335 2.161 -3.805
C 1.120 3.219 -2.717
C 1.040 2.710 -5.198
H 1.580 -2.513 -5.312
H 0.371 -2.406 -4.038
H 2.055 -1.969 -3.699
H 1.890 -0.038 -5.218
H -1.002 -0.930 -5.695
H 0.318 -1.016 -6.852
H -0.293 0.555 -6.339
H -1.639 -0.337 -3.476
H -1.560 1.134 -4.442
H 1.151 2.916 2.621
H 1.571 1.918 1.250
H 0.146 2.056 4.744
H 0.254 -0.829 5.752
H -0.299 0.560 6.684
H 1.386 0.459 6.184
H -1.742 -0.313 4.366
H -1.859 1.131 3.355
H -2.123 1.245 5.097
H 2.673 1.456 4.584
H 3.387 -1.314 3.490
H 2.537 -1.087 5.014
H 4.188 -0.486 4.828
H 3.743 0.573 1.836
H 4.719 1.241 3.134
H 3.490 2.236 2.363
H -0.383 3.833 3.656
H -2.229 5.215 4.437
H -4.388 5.281 3.202
H -4.596 3.999 1.089
H -2.893 5.234 -0.304
H -2.827 6.530 -2.404
H -2.516 5.369 -4.575
H -2.101 2.963 -4.631
H -5.120 3.092 -1.165
H -7.122 1.614 -1.108
H -6.934 -0.612 -0.026
H -4.822 -1.388 0.892
H -3.098 -1.707 1.728
H -1.605 -1.061 2.352
H -0.814 -4.667 0.911
H -2.184 -3.273 3.272
H -1.902 -4.997 3.085
H -3.063 -4.181 2.041
H 0.302 -2.697 2.976
H 1.219 -3.511 1.713
H 0.519 -4.451 3.042
H -2.642 -1.960 -1.343
H -3.175 -4.762 -0.230
H -4.153 -3.886 -1.406
H -4.085 -3.327 0.259
H -1.105 -4.593 -1.637
H -0.595 -3.038 -2.295
H -2.067 -3.820 -2.895
H 2.396 1.882 -3.758
H 0.130 3.669 -2.781
H 1.852 4.023 -2.834
H 1.259 2.797 -1.724
H -0.028 2.881 -5.350
H 1.395 2.052 -5.992
H 1.540 3.675 -5.325
S 4.692 0.184 -1.163
C 4.494 1.842 -0.677
C 5.611 2.707 -0.551
C 5.445 4.014 -0.167
C 4.160 4.495 0.104
C 3.120 3.604 -0.030
N 3.257 2.321 -0.397
H 6.590 2.304 -0.770
H 6.305 4.668 -0.075
H 3.980 5.518 0.405
H 2.101 3.931 0.174
N 5.027 -8.289 0.697
C 3.933 -7.923 -0.018
O 3.238 -8.728 -0.603
C 3.601 -6.450 -0.051
C 2.655 -6.033 -0.973
C 2.329 -4.689 -1.029
N 2.869 -3.768 -0.227
C 3.777 -4.176 0.657
C 4.174 -5.499 0.780
H 5.275 -9.263 0.697
H 5.667 -7.626 1.091
H 2.194 -6.759 -1.628
H 1.596 -4.332 -1.746
H 4.211 -3.411 1.292
H 4.906 -5.751 1.536